The following is a quantum chemistry calculation of C20H24BrN3O3SeV as an isolated structure, from the OMol25 dataset.

Geometry as XYZ:
```
53
Properties=species:S:1:pos:R:3:forces:R:3:nbo_charge:R:1
V 0.7354 -0.4160 -0.0837 -0.19 -0.24 0.39 1.094
C 2.0431 1.4611 3.2670 -0.01 -0.02 0.01 -0.416
N 1.6145 0.1459 3.7033 0.00 0.01 -0.01 -0.492
C 2.7065 -0.5157 4.3846 -0.03 0.00 -0.01 -0.408
C 1.0657 -0.6650 2.5352 -0.01 -0.07 0.04 0.370
O 0.1039 0.0927 1.8947 -0.04 0.23 -0.33 -0.947
C 0.3496 -1.8611 3.2076 0.02 0.03 0.05 -0.080
O -0.6505 -2.4617 2.3821 -0.06 -0.03 0.00 -0.518
C -1.8831 -1.8212 2.4479 -0.02 0.00 -0.01 -0.127
C -2.2116 -0.9256 1.2606 -0.05 0.17 0.09 0.727
O -1.7641 -1.1186 0.1455 0.19 -0.13 -0.02 -0.625
N -3.1580 0.0584 1.4650 -0.01 -0.16 -0.11 -0.447
C -3.6012 0.7894 0.2972 0.02 0.02 0.00 -0.408
C -4.0630 0.0927 2.5859 0.04 0.01 0.05 -0.395
H 2.2605 2.0779 4.1474 0.00 0.02 -0.01 0.157
H 1.2415 1.9127 2.6879 0.01 0.02 0.00 0.235
H 2.9495 1.4349 2.6388 0.00 0.00 0.00 0.164
H 3.0148 0.0891 5.2456 0.01 -0.01 0.00 0.166
H 3.5869 -0.6706 3.7378 0.00 0.00 0.00 0.171
H 2.3941 -1.4925 4.7608 0.02 -0.01 0.01 0.178
H -0.1255 -1.4865 4.1260 0.02 -0.03 0.03 0.151
H 1.0359 -2.6716 3.4627 0.00 0.01 -0.06 0.169
H -1.9636 -1.2541 3.3768 0.02 0.03 -0.01 0.179
H -2.6644 -2.6005 2.4555 -0.02 0.02 0.01 0.168
H -2.7922 0.8329 -0.4249 -0.03 0.00 0.01 0.256
H -3.8860 1.8009 0.5947 0.00 0.01 0.00 0.179
H -4.4629 0.3079 -0.1854 -0.01 0.00 0.01 0.167
H -3.5757 -0.2041 3.5091 0.02 -0.01 0.01 0.212
H -4.9431 -0.5509 2.4344 0.01 0.01 0.00 0.163
H -4.4206 1.1159 2.7201 0.01 0.00 0.00 0.190
Br -0.7885 0.8009 -2.4184 0.05 -0.02 -0.01 0.120
C -0.4142 -0.6369 -3.6142 -0.02 0.00 -0.05 -0.027
C -0.8809 -0.5105 -4.8927 -0.04 0.09 0.08 -0.295
C -0.6556 -1.5480 -5.8185 0.06 -0.12 0.01 -0.240
C 0.0121 -2.6717 -5.4228 -0.04 0.06 -0.03 -0.197
C 0.4949 -2.8093 -4.0961 0.02 -0.09 -0.06 -0.080
C 1.1660 -3.9881 -3.7002 0.02 0.00 0.06 -0.271
C 1.6200 -4.0983 -2.4116 -0.05 0.06 -0.06 -0.191
C 1.4404 -3.0441 -1.4953 0.06 -0.05 0.02 -0.276
C 0.8045 -1.8459 -1.7947 0.13 0.06 0.15 -0.364
C 0.3096 -1.7656 -3.1371 -0.10 0.05 -0.01 -0.048
H -1.4198 0.3800 -5.1880 0.00 0.01 0.01 0.208
H -1.0182 -1.4442 -6.8350 0.00 -0.01 -0.01 0.189
H 0.1876 -3.4862 -6.1194 -0.01 0.01 -0.02 0.185
H 1.3085 -4.7824 -4.4269 0.00 0.00 0.00 0.179
H 2.1340 -5.0011 -2.0918 0.00 -0.02 -0.03 0.181
H 1.8418 -3.1741 -0.4938 -0.01 0.02 -0.01 0.210
Se 4.0071 3.0549 -1.9191 -0.24 -0.24 0.11 -0.464
C 2.8389 1.7859 -1.2985 0.24 0.27 -0.12 0.151
N 2.0961 0.9881 -0.9032 0.11 0.12 0.07 -0.575
C 2.0902 -1.1286 1.5078 -0.09 -0.04 -0.21 -0.970
H 2.9621 -0.4644 1.4708 0.00 0.00 -0.03 0.179
H 2.4471 -2.1531 1.6746 -0.01 0.00 0.01 0.162
```
Forces are in eV/Å.

## Properties
Strongest force on any atom in eV Å⁻¹: 0.49
Total energy in Ha: -7085.91990
Relative energy (zero: lowest compared OMol25 entry of this formula, charge and spin) in eV: 0.0000
LUMO (spin up / spin down) in eV: 4.58 / 4.57
⟨S²⟩: 3.768
M in g mol⁻¹: 564.2
Multiplicity: 4
Total charge: -2